26
Properties=species:S:1:pos:R:3:forces:R:3:mulliken_charge:R:1 method="wB97M-V/def2-TZVPD" e_lumo_ha=0.0241 smiles="C/C=C/c1cc[nH]c1.O.O.O" gap_ev=8.384 molar_mass_g_mol=161.20 e_tot_ev=-15132.1552 total_charge=0 de_lowest_ev=2.6995
C -3.27274 -0.46559 -0.44058 -0.614 1.646 2.665 -1.226
C -1.87821 -0.25552 0.17140 1.180 -1.130 -0.666 -0.288
C -0.69821 -0.67032 -0.37493 -2.098 1.170 0.193 -0.840
C 0.55148 -0.35489 0.19342 5.136 0.557 -0.688 2.107
C 0.93809 -0.07502 1.55268 0.493 -0.281 -1.221 -1.205
C 2.28458 0.23596 1.52133 -0.480 -0.130 0.380 -0.260
N 2.81832 0.19128 0.24766 -10.156 -4.245 1.915 0.044
C 1.77469 -0.18656 -0.61644 -2.304 -0.657 3.724 -1.488
H -3.41110 -0.23383 -1.45196 0.637 0.265 -1.787 0.361
H -3.88756 -1.37681 -0.29726 0.868 0.189 0.537 0.278
H -3.81944 0.38518 0.05480 -0.194 -0.985 -0.395 0.302
H -1.73803 0.32244 1.13515 -0.719 -0.862 -1.114 0.242
H -0.56239 -1.06428 -1.36928 -0.781 -0.405 -0.379 0.515
H 0.27450 -0.18976 2.40490 0.458 0.066 -0.010 0.436
H 2.90591 0.36370 2.38008 0.409 0.385 0.165 0.455
H 3.59400 0.55866 0.04440 7.560 3.281 -2.316 0.050
H 1.83623 -0.48336 -1.63032 0.576 0.261 -0.677 0.491
O 0.30612 2.48822 0.35242 3.497 -0.775 -0.921 -0.626
H 0.40510 1.91487 1.10432 -0.051 -0.422 0.520 0.337
H -0.48040 2.92322 0.36215 -3.469 1.803 0.264 0.276
O 1.81713 2.08554 -2.00007 -0.251 -0.044 -0.928 -0.690
H 1.32828 1.55570 -2.69076 0.368 1.148 1.773 0.308
H 1.29532 2.28986 -1.18029 -0.111 -0.636 -1.137 0.408
O -0.67947 -3.60569 0.34843 6.859 -2.958 -1.297 -0.624
H -1.47177 -3.29290 0.49004 -6.432 2.863 0.993 0.283
H -0.23041 -3.06010 -0.31128 -0.383 -0.103 0.408 0.352